This record from the OMol25 dataset describes a single C4H5ClS2 molecule in a non-equilibrium geometry. The level of theory is ωB97M-V/def2-TZVPD.

Each line ends with the Mulliken charge.
CARTESIAN COORDINATES (ANGSTROEM)
C: 0.128 0.622 -0.256  0.03
C: 1.488 0.179 -0.802  -0.77
C: -0.272 0.475 1.239  -0.66
C: -1.006 -0.362 0.202  0.34
S: 2.700 -0.641 -0.053  -0.03
S: -0.702 -2.068 -0.053  -0.14
Cl: -2.687 0.151 -0.316  -0.22
H: -0.355 1.507 -0.706  0.37
H: 1.771 0.834 -1.510  0.44
H: 0.493 -0.058 1.819  0.24
H: -0.982 1.219 1.714  0.26
H: -0.576 -1.858 -1.277  0.13

Values from the calculation:
Frontier orbital gap (alpha / beta) = 8.05 / 6.89 eV
Multiplicity = 3
Expectation value of S² = 2.006
HOMO level (alpha / beta) = -7.3 / -9.5 eV

This record from the OMol25 dataset describes 3 unconnected molecules or ions with the total composition C7H13ClN2O3 in a non-equilibrium geometry. The level of theory is ωB97M-V/def2-TZVPD.

Each line ends with the Mulliken charge.
CARTESIAN COORDINATES (ANGSTROEM)
C: -1.666 -0.413 -0.592  0.68
C: 1.463 -0.899 -0.400  0.85
C: -0.231 1.194 0.541  0.54
C: 1.071 -1.450 0.889  -1.07
C: 2.853 -0.257 -0.590  -1.30
C: 0.617 1.939 -0.203  -0.96
C: -1.378 0.605 2.603  -0.71
N: 0.664 -1.188 -1.342  -0.32
N: -1.266 0.530 -0.012  -0.30
O: -2.243 -1.184 -1.204  -0.46
O: 0.957 -0.694 -2.624  -0.44
O: -0.226 1.161 1.926  -0.37
Cl: -5.215 1.312 -2.123  -0.27
H: 0.008 -1.861 0.720  0.20
H: 1.048 -0.776 1.716  0.29
H: 1.824 -2.281 1.084  0.35
H: 3.586 -1.047 -0.493  0.45
H: 3.075 0.502 0.206  0.29
H: 3.016 -0.037 -1.683  0.33
H: -5.037 0.070 -2.594  0.26
H: 0.666 1.831 -1.240  0.38
H: 1.368 2.638 0.265  0.32
H: -2.291 1.142 2.246  0.36
H: -1.052 0.578 3.636  0.29
H: -1.745 -0.414 2.290  0.25
H: 0.136 -1.003 -3.023  0.38

Values from the calculation:
Frontier orbital gap = 9.26 eV
SMILES = C=C(N=C=O)OC.CC(C)=NO.Cl
Energy above the lowest of the compared OMol25 structures with the same formula, charge and spin = 47.51 kcal per mole
HOMO level = -8.6 eV

Number 1: molecular weight 152.67 g/mol. Number 2: molecular weight 208.64 g/mol.